71
Properties=species:S:1:pos:R:3 method="wB97M-V/def2-TZVPD" total_charge=+3 lumo_energy_ev="-10.771 / -10.815" spin_multiplicity=3 homo_energy_ev="-17.3443 / -17.2913" fmax_ev_per_a=0.5 gap_ha="0.2416 / 0.2380" de_lowest_ev=0.000
C 2.970 -0.980 0.959
C -1.858 0.741 -1.694
H 2.855 -3.060 1.560
H 4.041 -0.284 4.596
H 3.254 1.154 0.657
C -2.076 -3.496 -1.667
H 6.616 -0.788 -4.453
H 0.354 -1.638 -3.182
C -1.413 -4.792 3.101
H -0.870 0.230 5.278
P 2.482 -1.219 -0.736
H 1.325 -4.530 -1.768
H 0.922 1.967 0.560
N -0.958 0.852 -0.669
B -0.172 2.399 1.069
H -2.376 -3.878 -0.700
C -0.429 -3.266 1.009
H 3.801 1.602 3.022
H 0.173 -6.168 2.648
C 5.811 -0.855 -3.733
H 1.043 -4.837 0.775
H 0.476 -1.394 3.544
C -0.549 -2.231 -3.065
H 7.128 -1.327 -2.104
P 0.089 -2.318 -0.402
C -1.548 -2.829 1.723
C -2.620 1.874 -1.749
N 1.679 -2.664 -0.871
H 3.603 -2.601 3.866
Mo 0.658 0.063 0.237
H -1.799 -5.392 3.914
N -1.193 2.073 -0.061
C 3.228 0.339 1.379
C -2.831 -3.799 -2.794
H -3.714 -4.416 -2.698
H 4.293 -0.385 -5.181
C -0.933 -2.709 -1.804
H -1.008 -2.182 -5.156
C 3.071 -2.047 1.875
H 5.311 -1.460 -0.441
H 2.449 -0.523 -3.553
H -3.042 -3.564 -4.912
C -2.451 -3.322 -4.039
H 2.854 -4.446 -0.863
C 3.765 -1.023 -1.900
C -2.166 2.692 -0.700
C -0.301 -5.231 2.390
C 3.468 -0.708 -3.234
C -1.305 -2.538 -4.179
C 4.501 -0.629 -4.148
C 0.190 -4.476 1.336
H -0.049 3.548 1.327
C 6.104 -1.158 -2.409
C 0.087 -0.400 3.395
H -1.382 2.493 3.821
C 5.085 -1.235 -1.476
C 3.725 -0.470 3.577
C -0.871 1.588 3.528
H -3.407 2.100 -2.448
C 3.471 -1.786 3.166
H -2.051 -1.905 1.456
H 2.695 -3.644 -2.442
C -0.599 0.431 4.256
C -2.040 -3.597 2.767
H -2.913 -3.272 3.316
C 2.178 -3.900 -1.518
H -1.884 -0.143 -2.308
C 3.594 0.591 2.697
N 0.227 0.219 2.208
N -0.369 1.457 2.303
H -2.503 3.667 -0.383